1.
C21H32N3O2Pt as an isolated structure at a distorted geometry. Source: the Open Molecules 2025 dataset; level of theory: ωB97M-V with the def2-TZVPD basis set.

Geometry as XYZ:
```
59
Properties=species:S:1:pos:R:3:forces:R:3
Pt -0.886 1.040 0.852 -0.163 -1.011 0.322
N -3.029 0.797 0.708 -0.103 -0.157 0.097
C -3.574 0.467 2.038 -0.029 0.073 -0.024
C -2.610 -0.487 2.710 -0.042 0.003 -0.006
N -1.316 0.217 2.882 0.037 0.615 0.075
H -3.582 1.520 0.262 0.086 0.041 0.000
H -3.055 -0.050 0.097 -0.040 0.065 -0.094
H -4.573 0.030 1.971 0.060 -0.035 0.007
H -3.646 1.382 2.634 -0.062 0.000 -0.019
H -2.437 -1.345 2.057 0.024 0.004 0.044
H -3.005 -0.846 3.662 0.030 0.037 -0.004
H -0.564 -0.433 3.088 0.031 0.056 -0.042
H -1.365 0.879 3.650 -0.032 -0.142 0.080
C 1.100 -5.515 -4.212 0.005 -0.019 -0.014
C 0.488 -4.413 -3.393 0.017 0.023 0.004
C 0.521 -4.449 -2.006 -0.027 0.007 -0.018
C -0.049 -3.439 -1.240 0.014 0.042 0.000
C 0.018 -3.479 0.264 -0.010 -0.016 -0.003
C -0.673 -2.380 -1.893 0.057 -0.069 -0.032
C -0.718 -2.311 -3.284 -0.023 -0.007 0.040
C -1.394 -1.156 -3.970 -0.015 0.000 -0.011
C -0.131 -3.334 -4.014 0.009 -0.024 0.015
C -1.313 -1.297 -1.075 0.008 -0.010 0.075
O -2.523 -1.320 -0.841 -0.303 -0.067 -0.021
O -0.485 -0.415 -0.645 0.391 0.629 -0.538
H 1.704 -6.178 -3.594 0.006 -0.006 0.003
H 1.735 -5.111 -5.001 0.005 0.000 -0.005
H 0.328 -6.118 -4.692 -0.014 -0.008 -0.005
H 0.999 -5.283 -1.506 0.027 -0.017 0.015
H 0.441 -4.420 0.611 0.008 -0.013 0.002
H -0.978 -3.377 0.701 -0.021 0.007 0.011
H 0.638 -2.665 0.647 0.001 0.011 0.017
H -1.019 -0.202 -3.594 0.007 0.013 0.003
H -2.471 -1.178 -3.794 -0.021 0.001 0.007
H -1.224 -1.188 -5.045 0.001 0.002 -0.017
H -0.160 -3.290 -5.097 0.007 0.005 -0.036
C 1.835 5.262 1.333 -0.027 0.019 -0.001
N 0.565 4.506 1.524 -0.030 0.017 0.037
C -0.018 4.123 0.206 -0.109 -0.082 0.024
C 0.741 3.316 2.476 -0.022 0.016 -0.017
C 1.630 2.259 1.907 0.008 -0.025 -0.044
C 3.001 2.333 2.176 -0.049 0.032 0.013
C 3.876 1.426 1.615 0.019 -0.017 -0.040
C 3.373 0.446 0.768 0.029 -0.017 -0.008
C 2.013 0.349 0.519 -0.017 0.048 0.156
C 1.097 1.240 1.095 0.079 -0.109 0.082
H 1.644 6.093 0.658 0.020 0.010 0.010
H 2.568 4.584 0.904 -0.003 0.031 0.001
H 2.177 5.626 2.298 0.027 0.006 -0.011
H -0.097 5.137 1.978 0.015 -0.057 -0.001
H 0.757 3.647 -0.388 -0.026 -0.037 0.002
H -0.384 5.023 -0.283 0.036 -0.011 -0.028
H -0.837 3.409 0.372 0.090 0.131 -0.039
H -0.273 2.944 2.643 0.035 0.039 -0.003
H 1.136 3.745 3.397 0.004 0.001 -0.015
H 3.377 3.102 2.843 0.001 0.012 0.012
H 4.933 1.480 1.834 0.021 -0.007 -0.004
H 4.050 -0.264 0.309 0.001 -0.009 -0.002
H 1.644 -0.437 -0.122 -0.028 -0.021 -0.051
```
Forces are in eV/Å.

LUMO level: -3.2 eV
charge: +1
Kohn-Sham gap: 7.0 eV
M: 553.58 g mol⁻¹
relative energy (zero: lowest compared OMol25 entry of this formula, charge and spin): 0.0 kJ/mol
strongest force on any atom: 1.07 eV/A

---

2.
A 3-piece molecular cluster, C21H32N3O4S overall. Source: the Open Molecules 2025 dataset; level of theory: ωB97M-V with the def2-TZVPD basis set.

Geometry as XYZ:
```
61
Properties=species:S:1:pos:R:3:forces:R:3
C 1.309 2.746 1.865 -0.013 -0.236 -0.198
C 2.197 3.636 1.006 -0.068 0.236 0.104
C 2.214 3.415 -0.523 0.345 -0.269 -0.154
C 0.989 2.853 -1.279 -0.382 0.212 0.190
C 0.958 1.336 -1.574 0.174 -0.147 -0.039
C -0.061 0.476 -0.818 -0.094 0.111 -0.128
C -1.517 0.799 -1.221 -0.087 -0.052 -0.049
C -2.405 1.278 -0.066 0.071 -0.012 0.061
C -3.607 2.128 -0.456 -0.411 -0.067 -0.051
S -3.202 3.697 -1.235 0.386 0.041 0.359
N -2.658 4.559 0.075 0.036 0.225 -0.194
H 0.276 2.751 1.507 -0.103 -0.007 0.022
H 1.293 3.087 2.902 0.055 -0.027 -0.089
H 1.645 1.705 1.848 -0.061 0.042 -0.003
H 1.936 4.684 1.197 -0.044 -0.133 0.009
H 3.224 3.524 1.369 -0.061 0.122 -0.083
H 3.063 2.769 -0.775 -0.106 0.021 0.013
H 2.457 4.382 -0.972 0.028 -0.091 0.043
H 0.964 3.383 -2.236 -0.078 -0.046 0.059
H 0.061 3.149 -0.751 0.076 -0.017 -0.043
H 1.963 0.933 -1.413 -0.096 -0.015 0.029
H 0.750 1.190 -2.642 0.106 0.043 0.070
H 0.140 -0.574 -1.045 0.036 0.108 0.063
H 0.071 0.574 0.259 -0.009 0.032 0.070
H -1.988 -0.080 -1.671 0.040 0.080 -0.005
H -1.488 1.542 -2.031 0.004 -0.034 0.031
H -1.821 1.826 0.677 0.089 0.006 0.015
H -2.813 0.408 0.459 0.072 0.120 0.047
H -4.170 2.491 0.411 -0.072 -0.263 -0.044
H -4.303 1.640 -1.146 0.143 -0.028 0.062
H -2.040 3.288 -1.779 0.058 0.027 -0.364
H -1.741 4.287 0.412 0.029 -0.124 0.070
H -2.681 5.554 -0.116 -0.105 0.084 0.059
C 3.907 -2.132 5.665 -0.009 0.005 -0.019
C 3.519 -3.318 5.056 0.005 -0.028 0.008
C 2.850 -3.293 3.844 0.017 -0.001 0.051
C 2.584 -2.063 3.273 -0.029 -0.011 -0.097
C 2.961 -0.866 3.853 0.022 0.011 0.036
C 3.629 -0.910 5.065 0.009 0.016 0.012
N 1.872 -2.031 1.985 0.033 0.041 0.053
O 1.540 -3.082 1.490 -0.084 -0.301 -0.091
O 1.646 -0.947 1.479 0.024 0.284 0.011
H 4.430 -2.159 6.611 0.002 0.000 0.006
H 3.739 -4.267 5.524 0.008 0.002 0.011
H 2.537 -4.198 3.346 -0.001 -0.006 0.000
H 2.735 0.068 3.362 -0.004 0.001 0.003
H 3.935 0.012 5.541 0.007 -0.002 0.010
C -1.125 -3.226 -1.795 0.020 0.046 0.055
C -2.449 -3.612 -1.623 -0.017 0.028 0.018
C -3.244 -3.889 -2.724 0.017 0.015 0.045
C -2.682 -3.765 -3.980 -0.007 -0.234 -0.077
C -1.367 -3.394 -4.183 0.039 0.017 0.029
C -0.586 -3.121 -3.071 0.010 0.044 -0.002
N -3.533 -4.030 -5.163 -0.031 0.829 0.207
O -4.701 -4.270 -4.964 -0.263 -0.361 0.073
O -3.032 -3.876 -6.252 0.223 -0.245 -0.305
H -0.510 -3.011 -0.930 0.023 -0.054 0.007
H -2.864 -3.705 -0.628 0.016 -0.019 0.012
H -4.274 -4.196 -2.627 -0.006 -0.001 0.004
H -0.980 -3.326 -5.188 0.004 0.001 -0.004
H 0.447 -2.828 -3.203 0.013 -0.017 0.012
```
Forces are in eV/Å.

LUMO level: -3.5 eV
charge: +1
Kohn-Sham gap: 8.5 eV
M: 422.57 g mol⁻¹
strongest force on any atom: 0.86 eV/A

---

3.
One molecule with the formula C21H32N4O5S at a distorted geometry. Source: the Open Molecules 2025 dataset; level of theory: ωB97M-V with the def2-TZVPD basis set.

Geometry as XYZ:
```
63
Properties=species:S:1:pos:R:3:forces:R:3
C 0.548 -0.210 -3.281 -0.238 -0.024 0.060
C -0.853 0.182 -2.830 0.295 0.114 0.141
C -0.806 1.077 -1.590 -0.141 -0.178 -0.345
N -2.077 1.754 -1.393 0.102 0.101 0.071
C -3.149 0.925 -0.858 -0.300 0.124 -0.008
H -4.060 1.106 -1.442 -0.049 -0.151 0.086
C -3.439 1.231 0.627 -0.154 -0.212 -0.284
N -2.199 1.556 1.289 0.006 0.241 -0.159
C -1.492 0.792 2.135 -0.137 -0.250 0.148
O -0.412 1.148 2.578 0.222 -0.001 0.307
C -2.094 -0.548 2.571 0.038 0.107 0.256
N -2.195 -1.524 1.500 0.005 0.239 0.137
C -3.409 -2.067 1.219 -0.246 -0.112 -0.253
O -4.435 -1.702 1.757 -0.146 -0.203 -0.010
C -3.391 -3.185 0.190 -0.373 -0.250 0.232
H -3.212 -4.131 0.725 -0.023 0.127 -0.074
O -2.435 -3.012 -0.832 0.274 0.276 -0.113
C -1.194 -2.665 -0.379 0.289 -0.022 0.063
C -0.089 -3.021 -1.138 -0.224 0.124 0.201
C 1.180 -2.658 -0.721 0.086 -0.097 0.020
C 1.328 -1.958 0.460 0.513 -0.010 0.171
C 0.239 -1.598 1.230 -0.139 -0.096 0.110
C -1.042 -1.934 0.810 0.265 -0.251 -0.421
H 0.423 -1.059 2.143 -0.140 0.126 0.168
S 2.956 -1.408 0.977 -0.463 0.132 -0.460
O 3.927 -2.219 0.299 -0.131 0.126 -0.269
O 2.974 -1.354 2.408 -0.294 0.286 0.005
N 2.996 0.117 0.344 0.241 -0.926 0.455
C 3.668 0.309 -0.918 0.404 -0.174 -0.402
C 5.172 0.547 -0.799 -0.255 -0.018 -0.038
H 5.615 -0.266 -0.231 0.111 -0.037 0.026
H 5.618 0.570 -1.790 0.101 0.029 -0.097
H 5.383 1.489 -0.301 0.066 0.093 0.034
H 3.188 1.143 -1.441 -0.064 -0.128 0.051
H 3.504 -0.603 -1.495 0.007 0.176 -0.223
C 2.623 1.242 1.174 -0.107 0.152 0.636
C 3.682 1.649 2.195 -0.121 -0.001 -0.158
H 4.587 2.008 1.713 0.101 0.062 -0.012
H 3.927 0.791 2.814 0.056 0.027 0.098
H 3.284 2.438 2.828 0.004 0.113 0.099
H 1.712 0.969 1.710 -0.045 0.230 -0.067
H 2.392 2.080 0.508 -0.082 -0.138 -0.011
H 2.058 -2.934 -1.281 0.072 -0.069 -0.138
H -0.249 -3.573 -2.050 -0.015 -0.093 -0.110
H -4.367 -3.238 -0.297 0.142 0.066 0.179
H -1.452 -0.940 3.367 -0.069 0.124 -0.106
H -3.102 -0.408 2.971 0.191 -0.050 -0.066
C -1.610 2.798 0.813 0.261 0.195 -0.105
C -1.981 3.001 -0.670 -0.070 -0.002 0.118
H -2.949 3.503 -0.755 0.062 0.099 0.011
H -1.235 3.637 -1.151 -0.064 0.052 0.045
H -0.529 2.720 0.946 -0.146 0.059 -0.017
H -1.971 3.636 1.420 0.094 0.016 -0.002
H -3.949 0.397 1.103 -0.023 0.061 0.045
H -4.094 2.104 0.707 -0.011 -0.100 0.026
H -2.878 -0.124 -0.981 -0.011 -0.064 0.005
H -0.484 0.485 -0.718 0.056 0.035 0.024
H -0.053 1.851 -1.758 0.061 0.017 0.032
H -1.361 0.728 -3.626 -0.067 -0.004 0.020
H -1.431 -0.720 -2.622 -0.116 -0.030 -0.007
H 0.498 -0.892 -4.126 0.104 -0.096 -0.091
H 1.083 -0.700 -2.471 0.122 -0.036 0.015
H 1.111 0.670 -3.585 0.110 0.091 -0.047
```
Forces are in eV/Å.

LUMO level: 0.6 eV
Kohn-Sham gap: 9.1 eV
M: 452.58 g mol⁻¹
SMILES string: CCCN1CCN(C(=O)CN2C(=O)COc3ccc(S(=O)(=O)N(CC)CC)cc32)CC1
relative energy (zero: lowest compared OMol25 entry of this formula, charge and spin): 119.4 kJ/mol
strongest force on any atom: 1.06 eV/A

---

4.
C21H32N5O2RhSSb2 as an isolated structure at a distorted geometry. Source: the Open Molecules 2025 dataset; level of theory: ωB97M-V with the def2-TZVPD basis set.

Geometry as XYZ:
```
64
Properties=species:S:1:pos:R:3:forces:R:3
Rh 0.685 1.317 0.109 1.275 2.094 1.696
C 0.289 -1.502 3.861 0.354 1.106 0.054
Sb 0.104 -0.744 1.839 -0.466 -1.575 -1.421
C -1.964 -1.246 1.467 0.412 0.447 0.055
C 1.104 -2.590 0.916 0.200 1.664 0.862
C 0.132 -3.313 0.123 -1.058 -0.694 -1.366
C -0.707 -4.238 0.766 0.371 0.374 -0.238
C -1.725 -4.872 0.095 -0.323 0.025 -0.605
C -1.948 -4.591 -1.258 -0.048 -0.229 0.628
C -1.106 -3.731 -1.925 0.298 0.120 0.165
C -0.041 -3.097 -1.277 -0.685 -0.738 1.420
C 0.885 -2.288 -2.059 0.292 1.632 -0.175
Sb 0.328 -0.114 -2.149 -0.253 -1.526 -0.245
C 1.475 0.343 -3.921 -0.027 0.515 0.548
C -1.605 -0.404 -3.071 0.232 0.376 0.394
H -0.259 -2.435 3.939 -0.171 -0.066 -0.430
H -0.115 -0.779 4.559 -0.048 0.053 0.124
H 1.339 -1.666 4.083 0.070 0.010 -0.039
H -2.145 -2.289 1.702 0.163 -0.087 0.048
H -2.204 -1.063 0.423 0.049 -0.001 -0.073
H -2.596 -0.623 2.092 -0.038 0.151 0.085
H 1.418 -3.144 1.795 0.154 0.014 0.065
H 1.957 -2.188 0.382 0.189 -0.125 -0.025
H -0.537 -4.451 1.812 0.008 -0.040 0.143
H -2.359 -5.577 0.608 -0.057 -0.100 0.062
H -2.761 -5.070 -1.780 -0.074 -0.080 -0.072
H -1.244 -3.566 -2.981 -0.015 0.002 -0.231
H 0.870 -2.568 -3.109 0.096 0.050 -0.113
H 1.901 -2.320 -1.680 0.164 -0.045 -0.104
H 1.285 -0.388 -4.699 -0.215 -0.253 0.106
H 2.537 0.358 -3.697 0.074 -0.005 0.045
H 1.185 1.322 -4.288 -0.014 0.130 -0.068
H -1.501 -1.155 -3.848 0.167 -0.096 -0.012
H -1.936 0.523 -3.531 -0.010 0.091 -0.008
H -2.345 -0.730 -2.344 0.063 -0.021 0.054
N 1.436 3.458 -0.946 -0.255 -0.798 -0.135
N 1.822 4.336 0.084 0.130 0.009 0.144
C 1.515 4.014 1.419 -0.265 1.904 -0.785
O 1.431 4.898 2.237 0.237 -0.262 0.037
O 1.360 2.765 1.643 -0.814 -3.233 -0.133
H 2.242 3.272 -1.548 -0.279 0.047 0.145
H 0.694 3.874 -1.516 0.182 -0.144 0.173
H 1.857 5.331 -0.120 -0.148 -0.276 -0.082
S 5.346 0.827 1.125 -0.754 -0.168 -0.352
C 5.085 0.053 -0.383 -0.144 0.101 0.114
C 3.767 0.080 -0.710 0.506 -0.410 -0.489
N 2.970 0.687 0.210 -1.921 0.667 -0.029
C 3.668 1.121 1.224 0.517 0.166 0.536
H 5.893 -0.372 -0.943 0.160 -0.082 -0.147
H 3.343 -0.341 -1.610 0.036 0.003 0.011
H 3.228 1.641 2.055 -0.088 0.162 0.116
N -1.037 2.171 2.780 0.404 -0.262 0.451
C -1.897 2.380 1.750 -0.304 -0.023 -0.063
C -3.217 2.812 1.991 0.149 -0.040 -0.184
C -4.099 2.945 0.948 0.312 -0.096 0.041
C -3.658 2.646 -0.341 0.405 -0.076 -0.112
C -2.354 2.234 -0.506 -0.672 0.133 -0.761
N -1.486 2.091 0.500 1.836 -0.724 0.082
H -1.355 2.522 3.674 0.046 -0.035 -0.078
H -0.043 2.365 2.594 -0.245 0.195 0.019
H -3.507 3.048 3.002 -0.018 0.025 0.128
H -5.110 3.281 1.117 -0.096 0.033 0.065
H -4.311 2.746 -1.192 -0.004 -0.031 -0.115
H -1.978 1.995 -1.495 -0.044 0.039 0.071
```
Forces are in eV/Å.

LUMO level (spin up / spin down): -8.0 / -7.9 eV
charge: +2
Kohn-Sham gap (spin up / spin down): 5.6 / 5.6 eV
M: 765.01 g mol⁻¹
strongest force on any atom: 3.34 eV/A

---

The highest strongest force on any atom belongs to which entry? C21H32N5O2RhSSb2

---

Which formula does entry 1 have? C21H32N3O2Pt

---

The highest M belongs to which entry? C21H32N5O2RhSSb2

---

The lowest strongest force on any atom belongs to which entry? C21H32N3O4S